No. 1
This record from OMol25 describes C69H144AsF21N8O15S5 as an isolated structure. The level of theory is wB97M-V/def2-TZVPD.

Spin multiplicity = 1
HOMO-LUMO gap = 10.03 eV
Calculated total energy = -288594.9500 eV
Strongest force on any atom = 5.16 eV/A
Charge = +2
Molecular weight = 1960.17 g mol⁻¹
HOMO level = -12.715 eV

Cartesian coordinates (Å):
C: -1.178 4.215 2.550
C: -2.449 4.393 3.373
C: -3.510 3.343 2.892
N: -4.702 3.397 3.731
C: -4.434 3.605 5.234
C: -5.641 4.453 3.187
C: -6.766 3.783 2.417
C: -6.376 2.277 2.297
C: -5.479 2.091 3.568
H: -0.311 4.882 2.919
H: -1.455 4.355 1.483
H: -0.746 3.221 2.592
H: -2.885 5.378 3.278
H: -2.351 4.104 4.428
H: -3.063 2.397 2.903
H: -3.743 3.576 1.865
H: -3.563 3.068 5.600
H: -5.270 3.257 5.757
H: -4.314 4.699 5.278
H: -6.066 5.015 4.026
H: -5.113 5.176 2.594
H: -7.723 3.868 2.936
H: -6.927 4.248 1.460
H: -7.169 1.521 2.397
H: -5.826 2.120 1.371
H: -6.158 2.075 4.442
H: -4.845 1.184 3.496
C: -4.571 0.820 -6.534
C: -3.958 -0.470 -5.992
C: -4.673 -0.668 -4.650
N: -4.205 -1.764 -3.622
C: -2.738 -1.845 -3.533
C: -4.893 -3.023 -4.098
C: -6.316 -2.896 -3.626
C: -6.252 -1.952 -2.386
C: -4.836 -1.493 -2.234
H: -5.645 0.720 -6.822
H: -4.003 1.112 -7.362
H: -4.364 1.644 -5.837
H: -2.908 -0.306 -5.754
H: -3.946 -1.383 -6.630
H: -5.735 -0.753 -4.779
H: -4.378 0.241 -4.095
H: -2.465 -0.864 -3.112
H: -2.175 -2.036 -4.492
H: -2.589 -2.708 -2.857
H: -4.412 -3.893 -3.647
H: -4.725 -3.068 -5.193
H: -6.746 -3.868 -3.374
H: -6.989 -2.486 -4.378
H: -6.513 -2.494 -1.473
H: -6.943 -1.129 -2.556
H: -4.197 -2.090 -1.551
H: -4.752 -0.458 -2.016
C: 0.915 8.167 -4.344
C: 0.810 6.817 -5.146
C: -0.017 5.855 -4.287
N: -0.294 4.508 -4.884
C: 1.036 3.882 -5.325
C: -1.275 4.686 -5.987
C: -1.746 3.252 -6.354
C: -1.748 2.565 -4.953
C: -1.043 3.519 -3.975
H: 1.013 7.970 -3.265
H: 0.068 8.800 -4.496
H: 1.788 8.729 -4.599
H: 1.756 6.402 -5.311
H: 0.405 6.979 -6.142
H: -0.997 6.250 -4.060
H: 0.449 5.667 -3.334
H: 0.813 2.895 -5.657
H: 1.667 3.882 -4.450
H: 1.321 4.642 -6.056
H: -0.806 5.292 -6.841
H: -2.065 5.403 -5.670
H: -0.980 2.722 -6.908
H: -2.735 3.310 -6.869
H: -1.182 1.606 -4.862
H: -2.795 2.551 -4.635
H: -0.319 3.032 -3.306
H: -1.726 4.096 -3.403
C: 5.336 7.824 -4.561
C: 6.331 6.656 -4.646
C: 5.497 5.347 -4.578
N: 6.380 4.094 -4.161
C: 7.493 3.855 -5.159
C: 6.910 4.139 -2.778
C: 7.145 2.691 -2.306
C: 6.295 1.767 -3.314
C: 5.496 2.828 -4.141
H: 5.894 8.772 -4.699
H: 4.783 7.822 -3.663
H: 4.674 7.784 -5.393
H: 7.063 6.639 -3.872
H: 7.014 6.646 -5.517
H: 4.996 5.162 -5.506
H: 4.784 5.428 -3.746
H: 8.150 3.009 -4.866
H: 8.097 4.724 -5.121
H: 7.091 3.755 -6.174
H: 7.795 4.718 -2.628
H: 6.141 4.683 -2.218
H: 8.231 2.422 -2.238
H: 6.880 2.552 -1.260
H: 6.859 1.098 -3.973
H: 5.519 1.241 -2.768
H: 5.265 2.553 -5.181
H: 4.608 3.119 -3.591
C: 6.079 -1.182 6.984
C: 4.769 -1.772 6.624
C: 3.736 -0.735 7.139
N: 2.401 -0.655 6.543
C: 1.723 -2.008 6.525
C: 2.378 -0.157 5.139
C: 2.694 1.379 5.274
C: 1.991 1.787 6.563
C: 1.553 0.482 7.190
H: 5.924 -0.767 7.976
H: 6.410 -0.323 6.357
H: 7.018 -1.861 6.977
H: 4.634 -2.757 7.099
H: 4.876 -1.972 5.565
H: 4.182 0.260 7.036
H: 3.626 -1.027 8.237
H: 2.443 -2.778 6.319
H: 0.827 -2.021 5.923
H: 1.407 -2.143 7.544
H: 1.406 -0.368 4.735
H: 3.104 -0.651 4.603
H: 2.348 1.871 4.372
H: 3.758 1.534 5.289
H: 1.223 2.418 6.301
H: 2.607 2.371 7.211
H: 0.526 0.254 6.904
H: 1.681 0.398 8.199
C: 2.394 -5.811 -5.325
C: 2.110 -5.623 -3.873
C: 2.920 -4.556 -3.209
N: 2.746 -4.500 -1.748
C: 1.267 -4.103 -1.417
C: 3.269 -5.699 -1.050
C: 4.787 -5.568 -1.079
C: 5.106 -4.051 -1.220
C: 3.687 -3.401 -1.208
H: 3.463 -6.038 -5.459
H: 2.207 -4.865 -5.879
H: 1.813 -6.633 -5.732
H: 2.208 -6.645 -3.425
H: 1.068 -5.455 -3.610
H: 2.780 -3.508 -3.600
H: 3.916 -4.682 -3.528
H: 0.540 -4.774 -1.847
H: 1.211 -3.088 -1.894
H: 1.154 -4.125 -0.357
H: 2.861 -5.746 -0.047
H: 2.983 -6.586 -1.544
H: 5.161 -5.920 -0.126
H: 5.280 -6.092 -1.880
H: 5.759 -3.731 -0.421
H: 5.610 -3.901 -2.170
H: 3.427 -3.309 -0.127
H: 3.501 -2.418 -1.667
C: -1.854 -3.659 7.208
C: -1.988 -3.990 5.716
C: -2.596 -5.336 5.637
N: -2.719 -5.958 4.300
C: -3.617 -5.141 3.266
C: -3.427 -7.277 4.444
C: -2.805 -8.093 3.247
C: -1.348 -7.674 3.331
C: -1.380 -6.178 3.714
H: -1.054 -2.927 7.372
H: -1.614 -4.547 7.722
H: -2.793 -3.274 7.653
H: -0.928 -4.172 5.330
H: -2.510 -3.258 5.141
H: -3.547 -5.399 6.184
H: -1.898 -5.917 6.223
H: -4.499 -4.732 3.810
H: -3.793 -5.896 2.535
H: -3.070 -4.251 2.900
H: -4.426 -7.064 4.224
H: -3.274 -7.736 5.440
H: -3.331 -7.624 2.380
H: -2.988 -9.180 3.352
H: -0.835 -7.843 2.383
H: -0.778 -8.239 4.073
H: -1.225 -5.523 2.866
H: -0.612 -5.936 4.466
C: 3.713 1.042 0.432
C: 2.351 0.746 -0.321
C: 1.203 0.589 0.702
N: -0.133 0.102 0.215
C: -0.553 1.082 -0.850
C: -1.013 0.072 1.402
C: -2.099 -0.876 1.042
C: -1.292 -2.059 0.571
C: -0.167 -1.341 -0.189
H: 4.468 1.437 -0.247
H: 4.209 0.174 0.930
H: 3.559 1.858 1.148
H: 2.483 -0.187 -0.929
H: 2.123 1.521 -1.059
H: 0.912 1.599 1.001
H: 1.631 -0.091 1.543
H: -0.019 0.832 -1.802
H: -0.292 2.103 -0.553
H: -1.625 0.993 -1.116
H: -1.294 1.104 1.655
H: -0.356 -0.306 2.210
H: -2.729 -0.520 0.209
H: -2.699 -1.064 1.929
H: -1.939 -2.692 -0.015
H: -0.970 -2.542 1.496
H: -0.332 -1.475 -1.228
H: 0.859 -1.795 0.123
As: 1.350 -0.373 -4.510
F: 2.283 0.107 -5.863
F: 2.798 -0.478 -3.472
F: 0.425 -1.159 -3.237
F: -0.146 -0.237 -5.403
F: 1.583 -1.974 -5.083
F: 1.073 1.177 -3.767
C: -2.619 0.288 6.721
F: -1.701 0.075 7.687
F: -3.382 -0.845 6.638
F: -3.465 1.280 7.039
S: -1.751 0.552 5.102
O: -1.145 1.853 5.304
O: -0.894 -0.669 5.081
O: -2.929 0.481 4.240
C: 2.933 5.333 0.008
F: 2.075 6.202 0.571
F: 4.121 5.905 -0.088
F: 3.034 4.333 0.926
S: 2.541 4.572 -1.636
O: 3.665 3.624 -1.744
O: 1.241 3.984 -1.645
O: 2.611 5.686 -2.598
C: 2.532 -5.034 4.066
F: 1.574 -5.949 3.993
F: 2.858 -4.829 5.373
F: 3.730 -5.465 3.558
S: 2.055 -3.442 3.160
O: 0.876 -3.135 3.978
O: 3.153 -2.586 3.315
O: 1.854 -3.983 1.857
C: -4.337 3.993 -1.201
F: -3.144 4.527 -0.721
F: -5.301 4.419 -0.394
F: -4.522 4.575 -2.416
S: -4.178 2.174 -1.346
O: -3.912 1.805 0.050
O: -5.463 1.791 -1.974
O: -3.026 2.059 -2.262
C: -4.204 -6.505 -1.167
F: -5.221 -6.114 -1.995
F: -4.733 -7.339 -0.297
F: -3.261 -7.032 -1.898
S: -3.502 -5.024 -0.280
O: -3.151 -4.154 -1.396
O: -4.635 -4.523 0.435
O: -2.441 -5.580 0.596

No. 2
This record from OMol25 describes a 6-piece molecular cluster, C69H155N2OP3 overall. The level of theory is wB97M-V/def2-TZVPD.

Spin multiplicity = 2
HOMO-LUMO gap (alpha / beta) = 1.16 / 7.35 eV
⟨S²⟩ = 0.751
Calculated total energy = -106934.2702 eV
Strongest force on any atom = 2.93 eV/A
Charge = +3
Molecular weight = 1121.93 g mol⁻¹
HOMO level (alpha / beta) = -6.997 / -12.046 eV

Cartesian coordinates (Å):
C: 15.083 35.913 -8.693
C: 16.136 36.693 -7.862
C: 17.209 35.716 -7.418
O: 16.730 37.819 -8.499
H: 14.238 36.521 -9.013
H: 14.683 35.129 -8.051
H: 15.616 35.393 -9.489
H: 15.521 36.933 -6.994
H: 18.031 36.216 -6.905
H: 17.604 35.094 -8.221
H: 16.873 35.092 -6.591
C: 12.935 38.814 -6.746
C: 12.599 38.281 -5.347
C: 11.058 38.520 -5.053
N: 10.498 38.043 -3.690
C: 10.278 36.563 -3.863
C: 9.639 35.911 -2.604
C: 10.618 36.134 -1.388
C: 10.943 37.629 -1.202
C: 11.481 38.291 -2.509
C: 9.221 38.828 -3.338
H: 12.800 39.894 -6.788
H: 12.182 38.459 -7.449
H: 13.929 38.569 -7.119
H: 13.233 38.778 -4.612
H: 12.873 37.226 -5.334
H: 10.377 38.196 -5.840
H: 10.894 39.589 -4.915
H: 11.206 36.056 -4.128
H: 9.581 36.403 -4.686
H: 9.450 34.848 -2.747
H: 8.617 36.197 -2.356
H: 11.602 35.708 -1.584
H: 10.177 35.734 -0.475
H: 11.708 37.794 -0.443
H: 10.048 38.134 -0.839
H: 12.433 37.847 -2.797
H: 11.568 39.365 -2.345
H: 8.874 38.487 -2.362
H: 8.635 38.441 -4.171
H: 9.444 39.895 -3.353
C: 20.082 31.286 -11.836
C: 18.822 30.836 -11.075
C: 17.590 31.666 -11.553
N: 16.212 31.126 -10.971
C: 15.118 32.161 -11.310
C: 13.817 31.831 -10.625
C: 13.950 31.958 -9.120
C: 15.042 30.951 -8.663
C: 16.328 31.140 -9.405
C: 15.828 29.700 -11.485
H: 20.490 32.195 -11.395
H: 19.922 31.482 -12.896
H: 20.889 30.561 -11.728
H: 18.975 31.001 -10.008
H: 18.547 29.800 -11.271
H: 17.526 31.483 -12.625
H: 17.711 32.731 -11.355
H: 15.513 33.111 -10.948
H: 15.000 32.130 -12.393
H: 13.033 32.518 -10.945
H: 13.438 30.842 -10.880
H: 14.197 32.987 -8.858
H: 13.006 31.764 -8.611
H: 15.093 31.013 -7.576
H: 14.667 29.928 -8.694
H: 16.765 32.112 -9.179
H: 17.045 30.368 -9.128
H: 16.672 29.026 -11.341
H: 15.592 29.763 -12.547
H: 15.083 29.184 -10.880
C: 20.740 43.968 -3.103
C: 19.411 43.863 -3.866
C: 19.157 42.367 -4.351
C: 17.929 42.238 -5.310
P: 17.499 40.721 -6.097
C: 17.820 39.347 -4.947
C: 17.180 39.206 -3.636
C: 17.176 37.628 -3.234
C: 16.611 37.350 -1.801
C: 15.782 40.822 -6.727
C: 15.578 42.159 -7.509
C: 14.155 42.350 -8.011
C: 14.053 43.423 -9.072
C: 18.653 40.594 -7.481
C: 20.129 40.593 -7.199
C: 20.909 40.398 -8.489
C: 22.400 40.660 -8.383
H: 20.573 43.585 -2.096
H: 21.023 45.012 -2.972
H: 21.561 43.481 -3.630
H: 19.426 44.656 -4.614
H: 18.504 44.026 -3.283
H: 18.993 41.729 -3.482
H: 20.078 42.007 -4.807
H: 18.128 42.870 -6.176
H: 16.977 42.501 -4.849
H: 18.898 39.492 -4.879
H: 17.739 38.445 -5.553
H: 16.168 39.610 -3.660
H: 17.827 39.726 -2.929
H: 18.196 37.274 -3.085
H: 16.553 37.197 -4.018
H: 15.523 37.377 -1.729
H: 17.027 38.014 -1.044
H: 16.694 36.282 -1.599
H: 15.100 40.737 -5.881
H: 15.501 39.939 -7.301
H: 16.219 42.258 -8.386
H: 15.770 42.912 -6.745
H: 13.621 42.799 -7.173
H: 13.653 41.491 -8.455
H: 13.007 43.576 -9.339
H: 14.647 43.102 -9.928
H: 14.430 44.321 -8.584
H: 18.411 41.424 -8.144
H: 18.281 39.651 -7.884
H: 20.468 39.802 -6.530
H: 20.535 41.504 -6.760
H: 20.518 41.208 -9.105
H: 20.552 39.473 -8.943
H: 22.931 40.102 -7.611
H: 22.706 41.703 -8.304
H: 22.813 40.333 -9.337
C: 21.610 34.067 -9.699
C: 20.094 34.514 -9.764
C: 19.787 35.617 -10.736
C: 18.330 35.772 -10.972
P: 17.713 37.301 -11.990
C: 18.379 38.863 -11.371
C: 18.099 40.009 -12.451
C: 18.837 41.314 -12.044
C: 18.100 42.172 -10.913
C: 18.383 37.031 -13.716
C: 18.177 35.618 -14.374
C: 18.979 35.379 -15.625
C: 18.631 36.100 -16.957
C: 15.831 37.408 -12.049
C: 15.096 36.191 -12.532
C: 13.619 35.955 -12.156
C: 13.014 34.877 -13.028
H: 21.806 33.751 -10.724
H: 21.877 33.222 -9.063
H: 22.201 34.874 -9.266
H: 19.865 34.877 -8.762
H: 19.418 33.664 -9.850
H: 20.228 35.275 -11.673
H: 20.261 36.572 -10.509
H: 17.773 35.943 -10.051
H: 17.882 34.828 -11.279
H: 19.431 38.717 -11.125
H: 17.835 39.080 -10.451
H: 17.049 40.240 -12.630
H: 18.494 39.680 -13.412
H: 19.210 41.881 -12.897
H: 19.795 41.063 -11.588
H: 17.318 42.828 -11.296
H: 18.781 42.815 -10.354
H: 17.589 41.521 -10.203
H: 19.402 37.414 -13.777
H: 17.797 37.826 -14.179
H: 17.125 35.534 -14.649
H: 18.372 34.778 -13.706
H: 19.063 34.306 -15.801
H: 19.976 35.690 -15.312
H: 19.324 35.964 -17.787
H: 18.703 37.167 -16.747
H: 17.661 35.861 -17.393
H: 15.726 38.296 -12.672
H: 15.543 37.721 -11.046
H: 15.537 35.196 -12.469
H: 15.099 36.258 -13.620
H: 13.086 36.899 -12.271
H: 13.543 35.773 -11.084
H: 13.281 33.888 -12.655
H: 13.305 34.832 -14.078
H: 11.937 35.049 -13.016
C: 16.703 24.169 -1.701
C: 17.117 25.144 -2.803
C: 16.585 26.582 -2.444
C: 17.218 27.672 -3.394
P: 16.450 29.367 -3.244
C: 14.660 29.312 -3.608
C: 14.093 28.513 -4.867
C: 12.528 28.191 -4.784
C: 12.073 27.925 -6.166
C: 17.285 30.583 -4.399
C: 18.814 30.675 -4.242
C: 19.469 31.559 -5.313
C: 18.896 33.008 -5.469
C: 16.708 29.917 -1.506
C: 18.079 29.687 -0.923
C: 18.159 29.769 0.583
C: 17.247 28.741 1.281
H: 17.036 24.593 -0.754
H: 17.226 23.219 -1.807
H: 15.613 24.165 -1.744
H: 16.770 24.926 -3.813
H: 18.205 25.200 -2.785
H: 16.807 26.852 -1.411
H: 15.498 26.593 -2.531
H: 17.223 27.453 -4.462
H: 18.282 27.803 -3.199
H: 14.340 30.353 -3.653
H: 14.230 28.802 -2.746
H: 14.717 27.635 -5.032
H: 14.322 29.185 -5.694
H: 11.937 28.913 -4.220
H: 12.331 27.286 -4.208
H: 11.150 27.346 -6.163
H: 12.771 27.267 -6.684
H: 11.775 28.772 -6.783
H: 16.784 31.528 -4.189
H: 17.019 30.151 -5.364
H: 19.221 29.671 -4.363
H: 19.099 30.961 -3.230
H: 19.503 31.091 -6.297
H: 20.493 31.772 -5.004
H: 19.562 33.770 -5.874
H: 18.535 33.455 -4.543
H: 17.994 33.143 -6.067
H: 15.999 29.294 -0.962
H: 16.447 30.975 -1.545
H: 18.685 30.515 -1.289
H: 18.515 28.734 -1.225
H: 18.019 30.799 0.911
H: 19.188 29.631 0.915
H: 17.335 27.712 0.932
H: 16.216 29.090 1.229
H: 17.386 28.656 2.359